[1]
A 2-piece molecular cluster, C5H11N overall. Source: the Open Molecules 2025 dataset; level of theory: the ωB97M-V functional and the def2-TZVPD basis.

The geometry in ORCA input format:
```
! RIJCOSX wB97M-V def2-TZVPD def2/J DEFGRID3
* xyz 0 1
C 1.239 0.578 1.624
C 1.125 0.700 0.138
N 0.095 0.278 -0.512
C -0.669 0.139 -1.618
C -1.099 -0.543 -0.365
C -0.886 -2.011 -0.060
H 1.384 1.561 2.090
H 0.331 0.135 2.046
H 2.093 -0.047 1.916
H -0.221 3.086 -1.075
H 1.915 1.166 -0.447
H -0.580 2.531 -1.433
H -0.281 -0.325 -2.520
H -1.911 -0.076 0.202
H -1.768 -2.570 -0.391
H -0.749 -2.207 1.010
H -0.018 -2.395 -0.606
*
```

Calculated values
ΔE to the lowest compared entry with this formula, charge and spin ... 4.455 eV
HOMO-LUMO gap ... 8.172 eV
Lowest unoccupied orbital energy ... 1.061 eV


[2]
C30H28N3ORbS4 as an isolated structure. Source: the Open Molecules 2025 dataset; level of theory: the ωB97M-V functional and the def2-TZVPD basis.

The geometry in ORCA input format:
```
! RIJCOSX wB97M-V def2-TZVPD def2/J DEFGRID3
* xyz -2 1
Rb 1.943 -1.866 0.359
O 5.522 -2.493 -6.554
C 4.996 -2.382 -5.459
S 4.958 -3.636 -4.234
C 4.060 -2.774 -2.965
C 3.693 -1.511 -3.281
S 2.823 -0.307 -2.350
S 4.171 -0.941 -4.889
S 3.818 -3.737 -1.529
C 3.910 2.501 -0.103
C 3.588 2.277 1.345
C 4.468 2.649 2.356
C 4.161 2.431 3.691
C 2.960 1.829 4.033
C 2.054 1.434 3.055
C 0.754 0.760 3.396
C 2.380 1.675 1.715
N 1.492 1.193 0.730
C 0.640 1.945 0.173
C 0.461 3.418 0.426
C -0.360 1.335 -0.780
C -0.183 1.583 -2.245
N -1.299 0.715 -0.197
C -2.381 0.119 -0.882
C -2.237 -1.068 -1.608
C -0.908 -1.753 -1.746
C -3.385 -1.657 -2.129
C -4.639 -1.103 -1.938
C -4.763 0.070 -1.210
C -3.643 0.688 -0.673
C -3.762 1.928 0.168
H 4.927 2.876 -0.221
H 3.230 3.230 -0.555
H 3.801 1.583 -0.691
H 5.411 3.108 2.084
H 4.863 2.719 4.465
H 2.719 1.648 5.074
H 0.668 0.612 4.473
H 0.664 -0.214 2.908
H -0.102 1.349 3.058
H 1.182 3.787 1.154
H -0.554 3.595 0.791
H 0.575 3.976 -0.506
H 0.681 1.014 -2.613
H 0.032 2.639 -2.427
H -1.076 1.288 -2.795
H -0.095 -1.095 -2.055
H -0.970 -2.562 -2.473
H -0.650 -2.197 -0.781
H -3.282 -2.588 -2.676
H -5.520 -1.598 -2.329
H -5.742 0.500 -1.031
H -4.809 2.163 0.362
H -3.300 2.795 -0.313
H -3.245 1.784 1.121
N -6.244 -3.308 1.144
C -5.115 -3.139 1.306
C -3.710 -2.935 1.506
C -2.798 -3.962 1.258
C -1.442 -3.736 1.449
C -0.879 -2.508 1.872
C -1.862 -1.521 2.119
C -3.228 -1.703 1.949
H -3.162 -4.924 0.909
H -0.780 -4.574 1.228
H -1.550 -0.526 2.431
H -3.930 -0.895 2.133
*
```

Calculated values
ΔE to the lowest compared entry with this formula, charge and spin ... 0.000 eV
HOMO-LUMO gap ... 4.404 eV
Lowest unoccupied orbital energy ... 3.672 eV


[3]
A 5-piece molecular cluster, C18H31O12P overall in a non-equilibrium geometry. Source: the Open Molecules 2025 dataset; level of theory: the ωB97M-V functional and the def2-TZVPD basis.

The geometry in ORCA input format:
```
! RIJCOSX wB97M-V def2-TZVPD def2/J DEFGRID3
* xyz 0 1
C 1.146 -2.857 -1.068
C 2.242 -2.284 -1.937
C 3.379 -1.658 -1.177
O 3.882 -0.710 -2.123
C 2.837 -0.357 -2.920
O 2.851 0.540 -3.695
O 1.769 -1.172 -2.705
H 0.244 -3.032 -1.657
H 1.460 -3.798 -0.616
H 0.873 -2.164 -0.268
H 2.599 -3.045 -2.639
H 4.150 -2.375 -0.898
H 3.054 -1.114 -0.285
C 4.207 3.374 6.625
C 3.977 3.017 5.174
C 3.045 3.943 4.443
O 2.533 3.095 3.412
C 2.581 1.823 3.891
O 2.068 0.888 3.368
O 3.291 1.766 5.048
H 4.647 2.532 7.162
H 4.872 4.234 6.713
H 3.266 3.612 7.127
H 4.937 2.923 4.656
H 3.552 4.808 4.018
H 2.205 4.284 5.055
C -2.164 1.267 -2.282
C -3.558 1.050 -1.741
C -3.808 1.661 -0.391
O -4.854 0.829 0.121
C -4.709 -0.389 -0.463
O -5.294 -1.370 -0.133
O -3.802 -0.337 -1.474
H -1.961 0.579 -3.105
H -2.039 2.290 -2.640
H -1.408 1.074 -1.518
H -4.300 1.384 -2.475
H -4.129 2.700 -0.447
H -2.949 1.586 0.283
C -4.320 -3.486 -1.264
C -3.967 -4.768 -1.986
C -3.003 -5.655 -1.249
O -2.389 -6.381 -2.317
C -2.442 -5.583 -3.417
O -1.865 -5.798 -4.432
O -3.240 -4.505 -3.195
H -4.777 -2.776 -1.945
H -5.007 -3.681 -0.445
H -3.426 -3.007 -0.860
H -4.881 -5.308 -2.258
H -3.496 -6.331 -0.552
H -2.224 -5.098 -0.720
C 1.363 3.363 0.752
C 1.495 2.585 -0.629
P 1.494 3.842 -2.022
H 0.411 3.944 0.681
H 2.168 4.107 0.907
H 1.274 2.679 1.610
H 2.372 1.907 -0.642
H 0.564 1.990 -0.719
H 0.476 4.797 -1.716
H 2.727 4.563 -2.024
*
```

Calculated values
HOMO-LUMO gap ... 8.537 eV
Lowest unoccupied orbital energy ... 0.400 eV
SMILES string ... C[C@@H]1COC(=O)O1.C[C@@H]1COC(=O)O1.C[C@@H]1COC(=O)O1.C[C@@H]1COC(=O)O1.CCP


[4]
C52H48IrN7O2S5 as an isolated structure. Source: the Open Molecules 2025 dataset; level of theory: the ωB97M-V functional and the def2-TZVPD basis.

The geometry in ORCA input format:
```
! RIJCOSX wB97M-V def2-TZVPD def2/J DEFGRID3
* xyz 2 5
Ir -0.713 -0.138 -0.159
O -0.031 1.801 0.904
N -0.754 2.895 0.751
C -0.160 4.087 0.973
C -0.861 5.256 0.845
C -2.204 5.205 0.470
C -2.788 3.983 0.237
C -2.053 2.805 0.387
S -2.715 1.241 0.088
H 0.881 4.027 1.245
H -0.359 6.194 1.028
H -2.775 6.114 0.353
H -3.819 3.898 -0.072
N 1.282 -0.443 -0.572
S 2.660 -0.518 -0.064
N 2.955 -0.859 1.503
S 1.943 -1.406 2.537
N 1.088 -2.667 2.288
S -0.118 -2.986 1.245
N -1.087 -1.962 0.797
C 0.739 -3.844 -0.059
C 1.958 -4.479 0.148
C 2.502 -5.221 -0.888
C 1.843 -5.311 -2.107
C 0.642 -4.647 -2.308
C 0.081 -3.909 -1.277
C -0.979 -4.257 2.150
C -0.361 -5.451 2.495
C -1.085 -6.390 3.211
C -2.402 -6.130 3.575
C -3.003 -4.933 3.223
C -2.291 -3.984 2.503
C 2.968 -1.884 3.897
C 4.274 -1.423 3.975
C 5.028 -1.775 5.084
C 4.475 -2.559 6.084
C 3.162 -3.003 5.989
C 2.392 -2.666 4.889
C 0.951 -0.074 3.161
C 1.606 1.128 3.406
C 0.891 2.174 3.962
C -0.458 2.015 4.252
C -1.092 0.805 4.017
C -0.383 -0.262 3.484
C 3.600 -1.777 -0.896
C 3.249 -2.038 -2.213
C 4.021 -2.931 -2.942
C 5.119 -3.541 -2.355
C 5.449 -3.278 -1.031
C 4.691 -2.386 -0.291
C 3.671 0.939 -0.263
C 4.856 0.915 -0.981
C 5.592 2.087 -1.093
C 5.145 3.253 -0.496
C 3.946 3.264 0.207
C 3.196 2.106 0.324
H 2.473 -4.389 1.093
H 3.446 -5.727 -0.744
H 2.275 -5.894 -2.909
H 0.141 -4.701 -3.265
H -0.844 -3.370 -1.417
H 0.659 -5.658 2.206
H -0.623 -7.328 3.482
H -2.959 -6.869 4.133
H -4.029 -4.737 3.500
H -2.740 -3.048 2.201
H 4.686 -0.810 3.188
H 6.051 -1.434 5.165
H 5.069 -2.827 6.946
H 2.738 -3.616 6.772
H 1.373 -3.011 4.796
H 2.657 1.237 3.177
H 1.387 3.112 4.174
H -1.014 2.837 4.683
H -2.138 0.683 4.259
H -0.866 -1.212 3.321
H 2.388 -1.551 -2.648
H 3.766 -3.144 -3.971
H 5.723 -4.229 -2.930
H 6.303 -3.761 -0.578
H 4.942 -2.161 0.735
H 5.208 0.012 -1.457
H 6.518 2.082 -1.651
H 5.727 4.160 -0.582
H 3.600 4.183 0.661
H 2.239 2.098 0.830
C -6.758 -3.123 1.276
C -5.271 -2.936 1.003
C -5.041 -1.804 0.004
N -3.692 -1.807 -0.575
C -3.333 -1.654 -1.841
S -1.827 -0.968 -2.285
N -4.141 -2.027 -2.866
C -5.151 -3.047 -2.937
O -6.118 -2.837 -3.611
C -4.878 -4.335 -2.250
C -5.966 -5.165 -1.995
C -5.773 -6.391 -1.381
C -4.490 -6.802 -1.044
C -3.397 -5.994 -1.330
C -3.589 -4.762 -1.934
H -6.922 -3.853 2.066
H -7.276 -3.471 0.383
H -7.223 -2.188 1.590
H -4.830 -3.857 0.619
H -4.759 -2.694 1.938
H -5.149 -0.837 0.506
H -5.780 -1.823 -0.793
H -2.935 -1.673 0.088
H -4.016 -1.523 -3.735
H -6.956 -4.834 -2.279
H -6.620 -7.030 -1.174
H -4.340 -7.767 -0.578
H -2.395 -6.327 -1.092
H -2.731 -4.149 -2.170
*
```

Calculated values
ΔE to the lowest compared entry with this formula, charge and spin ... 0.443 eV
HOMO-LUMO gap (alpha / beta) ... 7.098 / 6.412 eV
<S²> ... 6.01
Lowest unoccupied orbital energy (alpha / beta) ... -4.580 / -6.166 eV


> Which formula does entry 4 have?

C52H48IrN7O2S5